Entry 1:
Computed, not measured: a gas-phase ion, C5H13N4 (charge +1) at a distorted geometry, with ωB97M-V with the def2-TZVPD basis set.

## Properties
2S+1: 1
SMILES: C[C@@H]1CCN(C(N)=[NH2+])N1
Net charge: +1
ΔE to the lowest compared entry with this formula, charge and spin in kJ/mol: 121.1
HOMO in eV: -13.853
E_tot in Eh: -417.06280
HOMO-LUMO gap in eV: 10.9936

Last column: natural (NBO) charge in e.
Atoms and positions in Å:
C (2.0116, 0.2865, -0.0377)  0.6688
C (-1.2668, -1.2469, -0.1363)  -0.4524
C (0.1491, -1.3395, 0.2525)  -0.2603
C (-1.5014, 0.3229, -0.4566)  -0.0539
C (-2.7958, 0.8129, 0.1604)  -0.6423
N (2.4481, 1.5467, -0.0531)  -0.7707
N (0.7480, -0.0172, 0.2513)  -0.2479
N (2.9558, -0.6896, -0.2031)  -0.7721
N (-0.3844, 1.0274, 0.0959)  -0.4150
H (-1.6053, -1.7796, -1.0541)  0.2559
H (-2.1463, -1.3635, 0.5588)  0.2422
H (0.2474, -1.9226, 1.1873)  0.2310
H (0.7926, -1.9119, -0.3786)  0.2152
H (-1.5638, 0.6691, -1.5823)  0.2123
H (-2.8589, 0.6767, 1.2416)  0.2223
H (-3.4976, 0.0303, -0.2266)  0.2324
H (-3.0596, 1.7720, -0.3463)  0.2475
H (3.4927, 1.7241, -0.1326)  0.4298
H (3.8712, -0.4274, -0.2595)  0.4055
H (2.8110, -1.6857, 0.1488)  0.4325
H (1.8007, 2.3632, -0.1304)  0.4567
H (-0.6482, 1.1523, 1.1007)  0.3625

=====

Entry 2:
Computed, not measured: a molecular structure, C23H20CsN4O5S4, with ωB97M-V with the def2-TZVPD basis set.

## Properties
2S+1: 1
Net charge: -1
ΔE to the lowest compared entry with this formula, charge and spin in kJ/mol: 0.0
HOMO in eV: -5.377
E_tot in Eh: -3096.71608
HOMO-LUMO gap in eV: 7.4876

Last column: natural (NBO) charge in e.
Atoms and positions in Å:
Cs (2.1053, 1.5028, 0.8287)  0.9612
O (0.1188, -0.0056, -0.6306)  -0.7724
C (0.7345, -0.3195, -1.8675)  -0.0921
C (1.2034, -1.7502, -1.8621)  0.1830
C (2.4655, -2.0833, -2.3311)  -0.2442
C (2.8489, -3.4173, -2.3409)  -0.1689
C (1.9614, -4.3708, -1.8791)  -0.2778
C (0.7202, -3.9381, -1.4239)  0.0358
N (0.3388, -2.6695, -1.4148)  -0.4100
H (-0.1621, 0.9369, -0.6621)  0.5125
H (1.5920, 0.3376, -2.0699)  0.1732
H (0.0159, -0.1883, -2.6836)  0.1888
H (3.1554, -1.3107, -2.6430)  0.2379
H (3.8359, -3.6958, -2.6887)  0.2117
H (2.2208, -5.4211, -1.8604)  0.2085
H (-0.0050, -4.6540, -1.0482)  0.1804
O (-1.8420, 5.8146, -2.3188)  -0.7140
C (-2.1678, 5.6494, -1.0279)  0.4289
C (-3.0518, 6.5631, -0.4518)  -0.3148
C (-3.4225, 6.4458, 0.8745)  -0.1914
C (-2.9197, 5.4123, 1.6582)  -0.2815
C (-2.0408, 4.5063, 1.0887)  -0.1499
C (-1.6517, 4.6024, -0.2435)  -0.2337
C (-0.6812, 3.6003, -0.7792)  0.6022
O (-0.2422, 2.6826, -0.0235)  -0.8386
N (-0.3446, 3.7772, -2.0439)  -0.5296
N (0.5098, 2.8135, -2.5667)  -0.3140
C (1.5955, 3.2798, -3.0119)  -0.0820
S (2.7593, 2.3057, -3.9031)  0.2677
C (4.1457, 3.4168, -3.5523)  -0.5360
C (3.6380, 4.8379, -3.6944)  -0.5444
S (2.0778, 4.9912, -2.7735)  0.2348
H (-1.2024, 5.0800, -2.5403)  0.5047
H (-3.4340, 7.3635, -1.0729)  0.2098
H (-4.1088, 7.1671, 1.3026)  0.1985
H (-3.2087, 5.3196, 2.6970)  0.2011
H (-1.6291, 3.6917, 1.6695)  0.2266
H (4.9330, 3.1863, -4.2703)  0.2295
H (4.5191, 3.2026, -2.5511)  0.2360
H (3.4648, 5.0867, -4.7414)  0.2111
H (4.3390, 5.5553, -3.2662)  0.2249
O (6.0447, 0.5471, 3.4776)  -0.9338
S (5.3290, 1.3166, 2.5002)  2.2856
O (4.1291, 1.9919, 2.9542)  -0.9908
N (4.9812, 0.4744, 1.1470)  -0.8495
C (5.5255, 1.0139, 0.0651)  0.0933
S (5.2352, 0.5273, -1.5108)  -0.2839
C (6.4115, 2.1914, 0.3744)  -0.1366
C (7.1706, 2.9440, -0.5062)  -0.1711
C (7.9121, 4.0033, -0.0001)  -0.2101
C (7.8906, 4.3047, 1.3598)  -0.2062
C (7.1287, 3.5496, 2.2421)  -0.2131
C (6.4019, 2.4988, 1.7199)  -0.2436
H (7.1693, 2.6883, -1.5580)  0.2392
H (8.5158, 4.6040, -0.6686)  0.2100
H (8.4740, 5.1358, 1.7353)  0.2110
H (7.1078, 3.7764, 3.3000)  0.2263

=====

Entry 3:
Computed, not measured: a molecular structure, C25H29I2N5O2SV, with ωB97M-V with the def2-TZVPD basis set.

## Properties
2S+1: 2
⟨S²⟩: 0.781
Net charge: +2
ΔE to the lowest compared entry with this formula, charge and spin in kJ/mol: 9.4
HOMO (spin up / spin down) in eV: -13.389 / -13.414
E_tot in Eh: -3331.49379
HOMO-LUMO gap (spin up / spin down) in eV: 5.5579 / 6.3953

Last column: natural (NBO) charge in e.
Atoms and positions in Å:
V (-0.1501, 0.2761, -0.3085)  1.5072
C (-2.6914, -1.9459, -1.6126)  -0.1534
C (-1.3225, -2.1977, -1.5217)  -0.2786
C (-0.4463, -1.6617, -2.4695)  -0.2342
C (-0.9534, -0.8654, -3.4956)  -0.1850
C (-2.3105, -0.6069, -3.5734)  -0.1764
C (-3.1831, -1.1478, -2.6317)  -0.2069
H (-3.3723, -2.4184, -0.9150)  0.2186
H (-0.9592, -2.8850, -0.7699)  0.2259
H (0.6013, -1.9287, -2.4691)  0.2291
H (-0.2848, -0.4696, -4.2494)  0.2354
H (-2.6971, -0.0013, -4.3818)  0.2407
H (-4.2474, -0.9689, -2.7155)  0.2377
I (-6.6135, 4.1807, 0.4979)  0.2622
C (-4.9159, 3.1171, -0.0269)  -0.1495
C (-4.2151, 3.4590, -1.1798)  -0.2483
C (-3.0747, 2.7526, -1.5334)  -0.1616
I (-1.9829, 3.3015, -3.2127)  0.2485
C (-2.6544, 1.6995, -0.7309)  0.1847
O (-1.5355, 1.0061, -1.0609)  -0.6337
C (-3.3438, 1.3519, 0.4256)  -0.0191
C (-2.8933, 0.1617, 1.2158)  -0.2489
N (-1.4210, 0.1582, 1.4936)  -0.6310
C (-0.9934, 1.2121, 2.4538)  -0.2738
C (-0.2880, 2.3428, 1.7619)  0.2409
C (-0.1622, 3.5917, 2.3447)  -0.2247
C (0.4685, 4.6010, 1.6407)  -0.0859
C (0.9492, 4.3420, 0.3617)  -0.2271
C (0.8055, 3.0771, -0.1561)  0.0830
N (0.2171, 2.0872, 0.5451)  -0.5049
C (-4.4759, 2.0708, 0.7767)  -0.2311
H (-4.5511, 4.2795, -1.7983)  0.2570
H (-3.4332, 0.1164, 2.1635)  0.2257
H (-3.0967, -0.7566, 0.6622)  0.2415
H (-1.2535, -0.7279, 1.9615)  0.4163
H (-1.8590, 1.5970, 2.9954)  0.2421
H (-0.3204, 0.7579, 3.1840)  0.2549
H (-0.5732, 3.7683, 3.3294)  0.2514
H (0.5698, 5.5867, 2.0746)  0.2547
H (1.4239, 5.1111, -0.2300)  0.2598
H (1.1515, 2.8210, -1.1468)  0.2376
H (-5.0249, 1.8048, 1.6708)  0.2400
C (1.8386, -4.8972, 1.4117)  -0.6270
C (1.9244, -4.1165, 0.1131)  -0.2054
N (2.8349, -2.9645, 0.2190)  -0.5486
C (2.5383, -1.7466, 0.6269)  0.4190
S (0.8933, -1.3744, 1.1291)  -0.1875
N (3.4764, -0.8169, 0.7089)  -0.5450
C (4.8946, -0.9977, 0.3621)  -0.2403
C (5.6966, -1.6777, 1.4608)  -0.6264
H (1.1802, -5.7549, 1.2813)  0.2437
H (1.4407, -4.2784, 2.2163)  0.2164
H (2.8174, -5.2704, 1.7129)  0.2255
H (0.9500, -3.7468, -0.1953)  0.2095
H (2.3095, -4.7348, -0.6961)  0.2290
H (3.8140, -3.1670, 0.0708)  0.4226
H (3.1919, 0.0571, 1.1213)  0.4258
H (5.2856, -0.0032, 0.1560)  0.2384
H (4.9437, -1.5381, -0.5861)  0.2135
H (5.6878, -1.0812, 2.3721)  0.2292
H (6.7309, -1.7882, 1.1388)  0.2497
H (5.3162, -2.6698, 1.7086)  0.2069
O (3.4481, 0.0455, -2.5096)  -0.4714
C (2.4570, 0.1745, -1.9133)  0.8750
N (1.4428, 0.2972, -1.2788)  -0.8734

=====

Entry 4:
Computed, not measured: 2 unconnected molecules or ions with the total composition C5H7N at a distorted geometry, with ωB97M-V with the def2-TZVPD basis set.

## Properties
2S+1: 1
SMILES: C=CC#N.C=C
ΔE to the lowest compared entry with this formula, charge and spin in kJ/mol: 205.0
HOMO in eV: -10.191
E_tot in Eh: -249.39516
HOMO-LUMO gap in eV: 10.6489

Last column: natural (NBO) charge in e.
Atoms and positions in Å:
N (-0.0562, -1.3931, 2.1360)  -0.3039
C (-0.5826, -1.4484, 1.1270)  0.2525
C (-1.2555, -1.5875, -0.0752)  -0.3392
C (-1.2994, -0.7254, -1.0778)  -0.2815
C (0.7893, 1.8183, 0.3571)  -0.4034
C (1.7047, 0.9439, -0.0933)  -0.3921
H (-1.8649, -2.4766, -0.1370)  0.2343
H (-1.8976, -0.9154, -1.9515)  0.2101
H (-0.6971, 0.1540, -0.9615)  0.2211
H (0.6369, 2.7749, -0.1338)  0.1953
H (0.2731, 1.6274, 1.2930)  0.2057
H (1.9047, 0.0260, 0.4476)  0.2065
H (2.3447, 1.2019, -0.9305)  0.1945

=====

Entry 5:
Computed, not measured: a single C20H21F3N2O2 molecule at a distorted geometry, with ωB97M-V with the def2-TZVPD basis set.

## Properties
2S+1: 1
SMILES: CN(C)[C@@H](c1ccc(C(F)(F)F)cc1)N1C(=O)OC[C@H]1Cc1ccccc1
ΔE to the lowest compared entry with this formula, charge and spin in kJ/mol: 186.5
HOMO in eV: -8.938
E_tot in Eh: -1334.28039
HOMO-LUMO gap in eV: 9.4919

Last column: natural (NBO) charge in e.
Atoms and positions in Å:
C (-4.8906, -0.3753, 2.4242)  -0.4050
N (-3.5343, 0.2073, 2.5937)  -0.4794
C (-3.2733, 1.3333, 1.6759)  -0.4156
C (-2.5253, -0.7709, 2.8308)  0.1872
C (-1.0571, -0.3772, 2.5832)  -0.0418
C (-0.5131, 0.9117, 2.7876)  -0.2168
C (0.8520, 1.1079, 2.5054)  -0.1213
C (1.6912, 0.0407, 2.2365)  -0.1797
C (3.1656, 0.2231, 2.0268)  0.9822
F (3.8214, -0.9817, 2.0934)  -0.3247
F (3.4453, 0.7546, 0.7927)  -0.3247
F (3.7046, 1.0789, 2.9806)  -0.3307
C (1.1287, -1.2257, 2.0147)  -0.1610
C (-0.2556, -1.4083, 2.1482)  -0.1908
H (-5.5708, 0.4309, 2.1479)  0.2054
H (-4.9448, -1.1891, 1.6638)  0.1883
H (-5.1905, -0.7559, 3.4114)  0.2040
H (-4.2047, 1.6060, 1.1357)  0.2074
H (-3.0480, 2.2334, 2.2911)  0.1917
H (-2.4555, 1.1941, 0.9286)  0.2065
H (-2.7005, -1.7200, 2.2536)  0.2138
H (-1.1170, 1.7012, 3.2344)  0.2240
H (1.2493, 2.1185, 2.6390)  0.2218
H (1.7820, -2.0757, 1.8322)  0.2367
H (-0.6652, -2.4174, 2.0148)  0.2349
C (2.3860, -0.4707, 7.6940)  -0.2204
C (2.0326, -1.7986, 7.4151)  -0.2089
C (0.7136, -2.1239, 7.0791)  -0.2331
C (-0.2665, -1.1046, 6.9619)  0.0806
C (-1.7737, -1.4239, 6.8072)  -0.4462
C (-2.7569, -0.7449, 5.7537)  -0.0684
C (-4.1107, -1.3191, 6.2233)  -0.0785
O (-4.2205, -2.6339, 5.5118)  -0.5151
C (-3.2730, -2.6057, 4.4849)  0.8769
O (-3.1197, -3.5769, 3.7728)  -0.6130
N (-2.6244, -1.3567, 4.4079)  -0.5357
C (0.0990, 0.2094, 7.2450)  -0.2530
C (1.4164, 0.5297, 7.5799)  -0.2036
H (3.4056, -0.2303, 8.0267)  0.2178
H (2.7838, -2.5887, 7.5056)  0.2161
H (0.4292, -3.1770, 6.9644)  0.2141
H (-1.8092, -2.4953, 6.5896)  0.2210
H (-2.1972, -1.2027, 7.8205)  0.2112
H (-2.7381, 0.3536, 5.7472)  0.2236
H (-4.1122, -1.5265, 7.3077)  0.1981
H (-4.9696, -0.6876, 5.9595)  0.1878
H (-0.6887, 0.9669, 7.2921)  0.2035
H (1.6767, 1.5675, 7.8092)  0.2131

=====

Entry 6:
Computed, not measured: 8 unconnected molecules or ions with the total composition C25H68N4O8 at a distorted geometry, with ωB97M-V with the def2-TZVPD basis set.

## Properties
2S+1: 1
SMILES: CC1(C)CCCC(C)(C)N1O.COC[C@H](C)N.COC[C@H](C)N.COC[C@H](C)N.CO.CO.CO.CO
ΔE to the lowest compared entry with this formula, charge and spin in kJ/mol: 82.9
HOMO in eV: -8.341
E_tot in Eh: -1814.04921
HOMO-LUMO gap in eV: 8.9022

Last column: Mulliken charge in e.
Atoms and positions in Å:
C (-3.7605, 4.4167, -2.1920)  -0.4280
O (-4.0234, 3.0338, -2.3969)  -0.6658
H (-3.9938, 4.6863, -1.1551)  0.1197
H (-2.6961, 4.5802, -2.4005)  0.1454
H (-4.3839, 5.0076, -2.8597)  0.3300
H (-3.4504, 2.4894, -1.8220)  0.4110
C (0.7480, -1.0351, 3.4860)  -0.0679
O (0.5475, -2.3487, 3.9490)  -0.6206
H (0.3151, -0.9534, 2.4760)  -0.3248
H (0.2577, -0.2986, 4.1232)  0.2695
H (1.8118, -0.7749, 3.4070)  0.3287
H (1.0661, -2.9199, 3.3594)  0.3802
C (-3.5315, -1.7147, 3.2714)  -0.3835
O (-4.3944, -2.1402, 4.3134)  -0.5647
H (-4.1045, -1.2636, 2.4580)  0.2340
H (-2.8853, -0.9237, 3.6776)  0.3084
H (-2.8276, -2.4372, 2.8652)  0.0786
H (-4.9995, -1.4165, 4.4850)  0.3075
C (-4.3706, -4.0669, 0.3513)  -0.3040
O (-5.3682, -3.1112, 0.6991)  -0.4845
H (-4.3706, -4.1249, -0.7377)  0.2899
H (-3.4384, -3.6812, 0.7571)  -0.0890
H (-4.5012, -5.0612, 0.7838)  0.3620
H (-6.2554, -3.4385, 0.5350)  0.2565
C (5.3136, -3.1770, -1.2200)  -0.7589
C (5.8585, -1.9100, -1.8983)  0.5394
C (4.9992, -1.3157, -2.9925)  -1.0124
O (3.6399, -1.3573, -2.6531)  -0.0431
C (2.7184, -0.6387, -3.4627)  -0.6417
N (6.2637, -0.9316, -0.8870)  -0.7342
H (4.3454, -2.8895, -0.7977)  -0.1579
H (5.9556, -3.5815, -0.4401)  0.3997
H (5.1128, -4.0196, -1.8899)  0.3210
H (6.7539, -2.2263, -2.4491)  0.2476
H (5.1113, -1.8794, -3.9391)  0.4073
H (5.3943, -0.3423, -3.3183)  0.3998
H (3.1695, 0.2231, -3.9539)  0.4286
H (1.8808, -0.4103, -2.8090)  -0.0832
H (2.3634, -1.3485, -4.2187)  0.2811
H (5.4710, -0.8231, -0.2551)  0.2320
H (7.0000, -1.2752, -0.2836)  0.2969
C (-2.1578, -0.6505, -0.3016)  -1.7669
C (-1.4319, 0.3337, -1.2140)  2.5732
C (-1.6741, 0.0268, -2.6797)  -1.0339
O (-0.6492, 0.6659, -3.4365)  -0.2353
C (-0.7957, 0.4009, -4.8157)  -0.9729
N (-1.9620, 1.6688, -0.8855)  -0.0402
H (-3.2449, -0.5501, -0.2888)  0.4399
H (-1.8106, -0.5681, 0.7339)  0.0878
H (-1.9405, -1.6952, -0.5512)  0.1498
H (-0.3947, 0.1528, -0.9121)  -0.9674
H (-2.6901, 0.1494, -3.0560)  0.4499
H (-1.4445, -1.0490, -2.7460)  0.4305
H (0.1458, 0.4827, -5.3620)  0.2145
H (-1.4391, 1.1861, -5.2346)  0.3340
H (-1.2225, -0.5778, -5.0523)  0.3998
H (-1.6841, 1.8877, 0.0640)  -0.7776
H (-1.5520, 2.3714, -1.4965)  0.6084
C (1.4742, -2.3055, -0.0492)  -0.2560
C (0.5487, -3.4625, 0.3756)  1.2903
C (0.3883, -4.4637, -0.7719)  -1.0414
O (1.6162, -4.8332, -1.3132)  -0.2097
C (1.4987, -5.4693, -2.5856)  -0.8453
N (1.1754, -4.1202, 1.5579)  -0.6860
H (1.5501, -2.1621, -1.1265)  0.0682
H (2.4854, -2.4834, 0.3160)  0.3957
H (1.1566, -1.3669, 0.4103)  -0.6489
H (-0.4450, -3.1532, 0.7051)  -0.4814
H (-0.2534, -3.9627, -1.5160)  0.3410
H (-0.2157, -5.3208, -0.4432)  0.4741
H (2.5005, -5.7724, -2.8683)  0.2451
H (1.0533, -4.7309, -3.2572)  0.3229
H (0.8439, -6.3413, -2.5041)  0.3322
H (0.8340, -5.0840, 1.5473)  0.2667
H (2.1402, -4.3041, 1.2732)  0.3094
C (-2.8455, 3.4018, 1.9031)  -1.7672
C (-1.4379, 3.8757, 2.1857)  1.4568
C (-0.9339, 2.9306, 3.2976)  -0.9868
C (0.5562, 2.9176, 3.4119)  -0.9659
C (1.1505, 2.4518, 2.1010)  -0.9399
C (0.8520, 3.4650, 1.0042)  1.6294
N (-0.5540, 3.8385, 0.9973)  1.5456
O (-0.9447, 4.6109, -0.0926)  -0.4723
C (1.7837, 4.6775, 1.1999)  -1.7780
C (1.2579, 2.7783, -0.3271)  -1.7136
C (-1.4743, 5.3022, 2.7542)  -1.9631
H (-3.3101, 3.3692, 2.8917)  0.4666
H (-2.9236, 2.4018, 1.4799)  0.3694
H (-3.4247, 4.0545, 1.2466)  0.2197
H (-1.3728, 3.1872, 4.2627)  0.5010
H (-1.2463, 1.9126, 3.0408)  0.1021
H (0.9579, 2.3202, 4.2364)  0.4519
H (0.9933, 3.9027, 3.6206)  0.4311
H (0.6757, 1.4941, 1.8497)  -0.1919
H (2.2104, 2.2516, 2.2571)  0.5009
H (1.7153, 5.3356, 0.3182)  0.4514
H (1.3437, 5.3602, 1.9316)  0.3192
H (2.8402, 4.4377, 1.2692)  0.3896
H (2.3291, 2.7074, -0.5443)  0.4511
H (0.8938, 1.7497, -0.3917)  -0.1421
H (0.9175, 3.2032, -1.2771)  0.4207
H (-1.8138, 6.0752, 2.0596)  0.3645
H (-0.5210, 5.5852, 3.2012)  0.3522
H (-2.2143, 5.3950, 3.5579)  0.4574
H (-0.6056, 5.5070, 0.0737)  0.2593

=====

What is the formula in the second record? C23H20CsN4O5S4